The following is a quantum chemistry calculation of a structure of composition C24H64BrN4O8 in a non-equilibrium geometry, from the Open Molecules 2025 dataset.

The geometry in ORCA input format:
```
! RIJCOSX wB97M-V def2-TZVPD def2/J DEFGRID3
* xyz 3 1
Br -0.15 0.18 -0.23
C -2.57 1.45 1.96
O -3.05 1.30 0.61
C -4.00 0.31 0.21
C -3.78 0.13 -1.36
N -2.41 -0.46 -1.66
H -2.09 -0.13 -2.56
H -1.80 -0.02 -0.99
C -2.01 -1.99 -1.49
C -3.09 -2.99 -1.75
O -3.59 -2.79 -3.07
C -2.78 -3.25 -4.17
H -1.77 0.72 2.11
H -3.32 1.08 2.66
H -2.23 2.45 2.20
H -5.05 0.57 0.36
H -3.83 -0.64 0.70
H -3.74 1.03 -1.97
H -4.41 -0.64 -1.80
H -1.84 -2.05 -0.42
H -1.02 -2.13 -1.92
H -3.80 -2.76 -0.96
H -2.82 -4.04 -1.65
H -3.01 -4.30 -4.30
H -1.73 -3.13 -3.93
H -3.04 -2.73 -5.09
C 3.53 3.98 -1.28
O 2.92 2.72 -0.92
C 3.39 2.38 0.37
C 2.34 1.37 1.07
N 1.05 2.14 1.32
H 0.95 2.78 0.54
H 0.31 1.46 1.24
C 1.11 2.95 2.60
C -0.22 3.41 3.16
O -1.24 2.43 2.81
C -2.15 2.14 3.90
H 4.58 3.88 -1.57
H 3.47 4.72 -0.49
H 2.98 4.21 -2.19
H 3.51 3.24 1.04
H 4.37 1.92 0.27
H 2.67 0.94 2.01
H 2.01 0.56 0.42
H 1.50 3.91 2.27
H 1.78 2.49 3.33
H -0.62 4.31 2.71
H -0.12 3.64 4.22
H -2.38 2.96 4.57
H -1.59 1.43 4.51
H -2.98 1.53 3.54
C 0.88 4.15 -4.90
O 0.78 2.97 -4.00
C 2.03 2.65 -3.47
C 1.83 1.83 -2.21
N 1.07 0.55 -2.45
H 0.75 0.00 -1.66
H 0.18 0.92 -2.77
C 1.72 -0.48 -3.43
C 1.87 -1.87 -2.81
O 0.64 -2.42 -2.36
C 0.79 -3.70 -1.75
H -0.07 4.45 -5.35
H 1.50 3.97 -5.77
H 1.18 4.99 -4.28
H 2.40 3.63 -3.14
H 2.68 2.12 -4.16
H 1.30 2.51 -1.56
H 2.70 1.52 -1.62
H 2.68 -0.08 -3.78
H 1.10 -0.59 -4.32
H 2.51 -1.79 -1.93
H 2.45 -2.43 -3.55
H 1.26 -4.42 -2.42
H -0.09 -4.22 -1.36
H 1.32 -3.46 -0.82
C 4.07 -4.08 1.72
O 3.13 -2.96 1.43
C 1.74 -3.21 1.23
C 0.96 -1.89 1.08
N 0.19 -1.75 2.37
H 0.81 -2.05 3.11
H -0.03 -0.77 2.46
C -1.23 -2.37 2.47
C -1.90 -1.94 3.79
O -2.25 -0.52 3.57
C -2.41 0.21 4.82
H 4.39 -4.72 0.90
H 3.68 -4.59 2.60
H 4.94 -3.54 2.10
H 1.43 -3.82 2.07
H 1.65 -3.89 0.38
H 0.31 -1.83 0.21
H 1.57 -0.99 1.01
H -1.37 -3.44 2.35
H -1.75 -1.95 1.61
H -1.46 -2.16 4.76
H -2.85 -2.48 3.82
H -1.45 0.65 5.09
H -2.88 -0.38 5.60
H -3.04 1.01 4.43
*
```

orbital gap: 8.53 eV
E: -4345.8934 Eh
highest occupied orbital energy: -15.87 eV
energy relative to the best compared isomer or geometry (same formula, charge and spin): 2480.3 kJ/mol
molar mass: 616.7 u